# 1
The following is a DFT calculation (wB97M-V/def2-TZVPD) of a structure of composition C2H7N2O2 at a distorted geometry.

The geometry in XYZ format:
```
13
Properties=species:S:1:pos:R:3:lowdin_charge:R:1
C -0.27205 1.63982 -1.23881 -0.10
C 0.24981 0.91722 0.04350 -0.46
N 0.23651 -2.58637 0.90151 -0.04
N -0.72727 -1.50152 0.56948 -0.29
O -1.24768 -0.89266 1.50348 -0.22
O 0.46846 -0.37866 -0.20091 -0.27
H 0.57776 1.47165 -1.94175 0.07
H -0.97926 1.20881 -1.84934 0.02
H -0.59595 2.59873 -1.03657 0.02
H -0.42930 1.06387 1.01409 0.11
H 1.09435 1.44392 0.35512 0.05
H 0.92926 -2.60848 0.07110 0.07
H 0.69536 -2.37632 1.80910 0.03
```

Properties
**Orbital gap**: 7.12 eV
**Highest occupied orbital energy**: -0.09434 Eh
**Energy relative to the best compared isomer or geometry (same formula, charge and spin)**: 557.86 kJ/mol
**Charge**: -1
**LUMO**: 0.167 Ha
**Calculated total energy**: -9258.914 eV
**Spin multiplicity**: 1
**F_max**: 0.067 Eh/bohr



# 2
The following is a DFT calculation (wB97M-V/def2-TZVPD) of an isolated molecule of C6H9N.

The geometry in XYZ format:
```
16
Properties=species:S:1:pos:R:3:lowdin_charge:R:1
C -0.04304 -0.44497 2.50405 -0.04
C 0.22723 -0.38625 1.02977 -0.33
C 0.92152 -1.23440 0.20759 -0.06
C 0.77927 -0.76972 -1.13580 -0.06
C -0.00974 0.35090 -1.09853 -0.34
C -0.67411 1.14449 -2.17847 -0.04
N -0.33018 0.58062 0.22352 0.08
H -1.04956 -0.08280 2.74800 0.07
H 0.01108 -1.47932 2.85733 0.08
H 0.67265 0.13366 3.09731 0.07
H 1.44639 -2.12034 0.53775 0.10
H 1.21592 -1.21465 -2.02399 0.10
H -1.04252 2.09613 -1.78199 0.07
H 0.00154 1.35684 -3.01227 0.08
H -1.54919 0.60171 -2.56161 0.08
H -0.57728 1.49445 0.56497 0.15
```

Properties
**Orbital gap**: 8.74 eV
**Highest occupied orbital energy**: -0.28282 Eh
**Energy relative to the best compared isomer or geometry (same formula, charge and spin)**: 14.67 kJ/mol
**LUMO**: 0.039 Ha
**Calculated total energy**: -7858.008 eV
**Spin multiplicity**: 1
**F_max**: 0.007 Eh/bohr



# 3
The following is a DFT calculation (wB97M-V/def2-TZVPD) of an isolated molecule of C5H11NO at a distorted geometry.

The geometry in XYZ format:
```
18
Properties=species:S:1:pos:R:3:lowdin_charge:R:1
C 1.58570 0.20734 -0.04111 -0.16
C 1.87126 0.85805 1.32217 -0.07
C 0.24564 0.60921 -0.65878 -0.48
N -0.83095 -0.24610 -0.48460 -0.16
C -2.02535 -0.00384 -1.23387 -0.07
C -0.84636 -1.26679 0.54777 -0.06
O 0.10811 1.54602 -1.42172 0.05
H 1.62578 -0.88298 0.02451 0.10
H 2.15751 0.46586 -0.93979 0.12
H 1.31266 0.35436 2.10496 0.06
H 2.93224 0.93762 1.53882 0.07
H 1.47738 1.87168 1.20927 0.08
H -2.49784 0.98714 -1.19926 0.09
H -1.78714 -0.06100 -2.30778 0.09
H -2.75449 -0.76646 -0.97308 0.08
H -1.86591 -1.34852 0.91609 0.09
H -0.46552 -2.22088 0.16614 0.09
H -0.24272 -1.04069 1.43025 0.07
```

Properties
**Orbital gap**: 9.90 eV
**Highest occupied orbital energy**: -0.33233 Eh
**Energy relative to the best compared isomer or geometry (same formula, charge and spin)**: 90.17 kJ/mol
**LUMO**: 0.032 Ha
**Calculated total energy**: -8900.763 eV
**Spin multiplicity**: 1
**F_max**: 0.037 Eh/bohr



# 4
The following is a DFT calculation (wB97M-V/def2-TZVPD) of a structure of composition C3H9OP at a distorted geometry.

The geometry in XYZ format:
```
14
Properties=species:S:1:pos:R:3:lowdin_charge:R:1
C 1.71538 -0.27972 1.00599 -0.21
C -1.71625 0.43348 1.18874 -0.21
C 1.14076 -0.79381 -0.27706 -0.21
O -1.84960 -1.56515 -0.83402 -0.44
P -1.10882 -0.38783 -0.39120 0.70
H 1.84636 0.74415 1.22472 0.05
H 1.01326 -0.43797 1.86948 0.06
H 2.60372 -0.73166 1.18683 0.03
H -2.70355 0.05359 1.38455 0.03
H -0.97221 0.24823 2.08405 0.07
H -1.86095 1.47074 0.98575 0.01
H 1.09520 -1.88957 -0.23776 0.05
H 1.70431 -0.55321 -1.24614 0.08
H -1.20374 0.64653 -1.32257 -0.01
```

Properties
**Orbital gap**: 10.25 eV
**Highest occupied orbital energy**: -0.34245 Eh
**Energy relative to the best compared isomer or geometry (same formula, charge and spin)**: 156.27 kJ/mol
**LUMO**: 0.034 Ha
**Calculated total energy**: -14591.968 eV
**Spin multiplicity**: 1
**F_max**: 0.069 Eh/bohr



# 5
The following is a DFT calculation (wB97M-V/def2-TZVPD) of an isolated molecule of C3H6N2O2 at a distorted geometry.

The geometry in XYZ format:
```
13
Properties=species:S:1:pos:R:3:lowdin_charge:R:1
C -0.48021 -1.85323 -0.45591 -0.13
C -0.05302 0.88401 -0.20598 -0.04
C 0.65180 2.25069 -0.20213 -0.54
H 0.43356 -1.97267 -1.20256 0.14
H -1.02047 -2.77625 -0.17447 0.10
H -1.31696 -1.42023 -1.05283 0.09
H -0.59482 -1.40700 1.53957 0.14
H 0.14781 0.35691 -1.14101 0.10
H 0.50247 1.60607 1.40060 0.08
N -0.23712 -1.12226 0.66388 -0.15
N -0.06953 0.13313 0.85518 0.00
O 0.96193 2.44748 1.08586 0.08
O 1.07456 2.87335 -1.11020 0.13
```

Properties
**Orbital gap**: 9.90 eV
**Highest occupied orbital energy**: -0.34811 Eh
**Energy relative to the best compared isomer or geometry (same formula, charge and spin)**: 372.82 kJ/mol
**LUMO**: 0.016 Ha
**Calculated total energy**: -10280.933 eV
**Spin multiplicity**: 1
**F_max**: 0.089 Eh/bohr



# 6
The following is a DFT calculation (wB97M-V/def2-TZVPD) of an isolated molecule of C25H33F2N3O.

The geometry in XYZ format:
```
64
Properties=species:S:1:pos:R:3:lowdin_charge:R:1
C 5.18344 2.44080 -0.21329 -0.12
N 4.28208 1.33346 -0.46166 -0.28
C 4.90751 0.07373 -0.10973 -0.10
H 5.10175 -0.01262 0.97020 0.09
H 5.85367 -0.01038 -0.64207 0.08
H 4.26741 -0.75011 -0.41607 0.08
C 3.01918 1.52637 0.22911 -0.19
H 3.12148 1.43280 1.32359 0.13
C 1.94820 0.54201 -0.25973 -0.14
N 0.62190 1.00174 0.11871 -0.05
C 0.18323 0.64966 1.35172 -0.44
O 0.81042 -0.11343 2.06092 0.07
C -1.13354 1.27856 1.81851 -0.03
C -1.40691 0.88558 3.24010 -0.16
C -1.85346 -0.38759 3.56847 -0.03
C -2.05870 -0.75432 4.88625 -0.08
C -1.82005 0.14954 5.90743 -0.08
C -1.37359 1.42440 5.60895 -0.01
C -1.16962 1.76671 4.28623 -0.22
F -0.73672 3.02022 4.00560 0.06
H -1.17586 2.15071 6.38156 0.12
H -1.97832 -0.13557 6.93623 0.10
H -2.40341 -1.75083 5.11735 0.10
H -2.03479 -1.10098 2.77861 0.11
H -1.95123 0.94781 1.17703 0.12
H -1.05000 2.36420 1.74383 0.12
C -0.10398 1.81895 -0.82968 -0.12
H -0.58741 2.65770 -0.31934 0.12
C -1.16349 1.02549 -1.60993 -0.28
C -1.94169 1.91612 -2.57921 -0.16
C -2.98313 1.07647 -3.31911 -0.17
C -2.31086 -0.12543 -3.99902 -0.19
N -1.51929 -0.94119 -3.10058 -0.15
C -2.30933 -1.81785 -2.24378 -0.13
C -1.41197 -2.69416 -1.41442 -0.15
C -0.80138 -3.81632 -1.96017 -0.22
C 0.07660 -4.60446 -1.23907 -0.01
C 0.37189 -4.26146 0.06900 -0.08
C -0.22560 -3.15315 0.64505 -0.08
C -1.11136 -2.38857 -0.09256 -0.04
H -1.57380 -1.52612 0.36404 0.10
H 0.00889 -2.86824 1.65911 0.10
H 1.06654 -4.86126 0.63662 0.10
H 0.52130 -5.46711 -1.71006 0.12
F -1.07885 -4.16464 -3.23467 0.07
H -2.99219 -1.27092 -1.57185 0.12
H -2.91508 -2.44131 -2.90824 0.13
C -0.53981 -0.13138 -2.40711 -0.15
H 0.03719 -0.77970 -1.74709 0.11
H 0.13512 0.27773 -3.16664 0.14
H -3.06182 -0.75888 -4.47575 0.12
H -1.63297 0.24041 -4.77738 0.12
H -3.48975 1.68122 -4.07251 0.11
H -3.73837 0.72498 -2.61248 0.11
H -2.42939 2.73302 -2.04107 0.12
H -1.24849 2.35562 -3.30094 0.12
H -1.87148 0.59825 -0.89395 0.12
H 0.62121 2.23600 -1.53236 0.14
H 2.09650 -0.43911 0.19523 0.12
H 2.01324 0.45445 -1.34387 0.12
H 2.67562 2.54182 0.00845 0.12
H 4.71732 3.36689 -0.54725 0.08
H 6.09734 2.28842 -0.78541 0.08
H 5.44864 2.54526 0.85017 0.09
```

Properties
**Orbital gap**: 9.09 eV
**Highest occupied orbital energy**: -0.30806 Eh
**Energy relative to the best compared isomer or geometry (same formula, charge and spin)**: 8.86 kJ/mol
**LUMO**: 0.026 Ha
**Calculated total energy**: -38413.831 eV
**Spin multiplicity**: 1
**F_max**: 0.011 Eh/bohr



- Which formula does entry 6 have?
  C25H33F2N3O